This record from the OMol25 dataset describes a structure of composition C38H39ClMnN5O3S. The level of theory is ωB97M-V/def2-TZVPD.

Structure (ORCA input):
```
! RIJCOSX wB97M-V def2-TZVPD def2/J DEFGRID3
* xyz 0 5
Mn 0.139 -0.124 0.093
C 2.594 -1.974 3.149
C 2.902 -1.552 1.706
C 2.252 -2.422 0.620
N 0.892 -2.031 0.267
C -0.019 -2.987 0.106
C 0.288 -4.370 0.058
C -0.509 -5.474 0.269
C -1.852 -5.543 0.605
C -2.768 -4.501 0.553
C -2.573 -3.208 0.122
C -1.384 -2.493 -0.157
N -1.397 -1.253 -0.618
C -2.611 -0.630 -1.091
C -2.280 0.725 -1.720
C -2.003 1.814 -0.678
N -1.098 1.336 0.346
C -0.924 2.057 1.451
C -1.266 3.424 1.510
C -1.156 4.320 2.552
C -0.898 4.078 3.893
C -0.665 2.847 4.489
C -0.451 1.613 3.913
C -0.383 1.247 2.553
N 0.049 0.053 2.141
C 0.228 -1.022 3.107
C 1.595 -1.034 3.821
H 2.193 -2.989 3.173
H 3.515 -1.974 3.736
H 2.566 -0.526 1.567
H 3.981 -1.570 1.541
H 2.863 -2.347 -0.288
H 2.288 -3.456 0.980
H 1.317 -4.612 -0.162
H 0.006 -6.427 0.222
H -2.229 -6.517 0.885
H -3.786 -4.757 0.824
H -3.472 -2.610 0.052
H -3.076 -1.272 -1.851
H -3.329 -0.478 -0.267
H -1.401 0.619 -2.361
H -3.111 1.056 -2.343
H -1.589 2.681 -1.212
H -2.948 2.118 -0.202
H -1.567 3.852 0.564
H -1.327 5.356 2.288
H -0.897 4.937 4.550
H -0.580 2.865 5.568
H -0.240 0.820 4.616
H -0.587 -0.983 3.843
H 0.108 -1.966 2.568
H 2.010 -0.023 3.828
H 1.460 -1.352 4.858
S 5.652 0.533 -1.290
C 4.014 -0.066 -1.437
N 3.172 0.362 -0.584
C 3.742 1.251 0.282
C 3.092 1.902 1.329
C 3.823 2.714 2.166
C 5.190 2.903 1.964
C 5.851 2.295 0.917
C 5.121 1.470 0.076
H 3.782 -0.771 -2.209
H 2.029 1.741 1.466
H 3.338 3.210 2.993
H 5.739 3.533 2.643
H 6.904 2.449 0.746
C 3.684 5.672 -0.765
C 2.360 6.233 -0.334
C 2.368 7.350 0.494
C 1.201 7.975 0.889
Cl 1.263 9.372 1.911
C -0.023 7.501 0.452
C -0.047 6.384 -0.355
C 1.120 5.725 -0.757
O 0.902 4.670 -1.594
C 1.624 3.462 -1.454
C 0.755 2.279 -2.019
O 0.054 2.461 -2.996
O 0.893 1.199 -1.372
H 4.485 6.348 -0.472
H 3.710 5.559 -1.847
H 3.873 4.704 -0.302
H 3.314 7.761 0.815
H -0.933 7.999 0.747
H -0.985 6.006 -0.732
H 1.840 3.259 -0.400
H 2.555 3.488 -2.034
*
```

The value obtained for the energy relative to the best compared isomer or geometry (same formula, charge and spin) is 28.5 kcal/mol. For the LUMO energy (alpha / beta), the calculation gives -0.795 / -0.231 eV. The electronic energy is -3980.30489 hartree. As for the molar mass: 736.22 g mol⁻¹. The HOMO energy (alpha / beta) is -7.28 / -7.50 eV. The calculation puts the maximum force at 1.5 eV Å⁻¹.

=====

This record from the OMol25 dataset describes a structure of composition C38H39HfN2O3P3S5. The level of theory is ωB97M-V/def2-TZVPD.

Structure (ORCA input):
```
! RIJCOSX wB97M-V def2-TZVPD def2/J DEFGRID3
* xyz 2 1
Hf 13.569 13.534 13.192
S 13.582 11.924 15.384
C 12.053 11.896 14.680
N 11.746 12.568 13.554
C 10.355 12.622 13.256
C 9.723 13.086 12.058
C 8.335 13.115 12.011
C 7.571 12.714 13.106
C 8.176 12.159 14.242
C 9.562 12.056 14.289
S 10.653 11.288 15.495
H 10.261 13.452 11.205
H 7.802 13.286 11.070
H 6.517 12.752 13.117
H 7.612 12.055 15.153
C 16.835 11.818 14.621
P 16.085 13.547 14.258
C 17.297 14.436 13.213
C 16.321 14.390 15.913
C 17.401 14.104 16.690
C 17.387 14.374 18.024
C 16.374 15.189 18.570
C 15.348 15.673 17.713
C 15.311 15.204 16.434
P 13.859 15.576 15.378
C 14.185 17.305 14.954
C 12.480 15.857 16.623
H 16.965 11.564 15.680
H 17.764 11.760 13.999
H 16.099 11.032 14.244
H 18.274 14.124 13.563
H 17.191 15.516 13.452
H 17.083 14.177 12.171
H 18.252 13.596 16.170
H 18.148 13.943 18.682
H 16.380 15.529 19.587
H 14.566 16.344 18.024
H 15.224 17.410 14.598
H 13.942 17.899 15.855
H 13.447 17.614 14.217
H 12.685 16.681 17.330
H 12.339 14.950 17.165
H 11.562 16.123 16.077
O 13.935 17.011 11.852
S 13.503 15.689 11.380
O 12.356 15.055 12.245
O 14.505 14.593 11.431
C 12.645 16.037 9.806
C 12.171 17.332 9.733
C 11.735 17.838 8.511
C 11.773 17.056 7.362
C 12.370 15.797 7.475
C 12.497 15.164 8.716
P 12.933 13.422 8.646
C 11.628 12.615 7.693
C 11.658 11.274 7.672
C 10.795 10.581 6.750
C 9.894 11.273 5.972
C 9.811 12.639 6.119
C 10.671 13.319 6.936
C 14.386 13.491 7.450
C 15.250 14.604 7.563
C 16.456 14.589 6.869
C 16.679 13.652 5.817
C 15.713 12.672 5.655
C 14.603 12.585 6.436
H 12.104 17.948 10.568
H 11.372 18.847 8.424
H 11.496 17.402 6.380
H 12.666 15.208 6.581
H 12.390 10.628 8.130
H 10.883 9.471 6.824
H 9.275 10.796 5.210
H 9.083 13.231 5.570
H 10.667 14.394 6.884
H 14.960 15.419 8.236
H 17.268 15.266 7.137
H 17.528 13.619 5.213
H 15.856 11.844 4.937
H 13.863 11.799 6.296
S 14.307 11.495 11.715
C 13.371 10.074 11.952
N 12.146 9.894 11.433
C 11.551 8.554 11.392
C 12.428 7.758 12.353
S 13.851 8.671 12.896
H 11.624 10.650 10.953
H 11.633 8.142 10.368
H 10.488 8.501 11.664
H 12.792 6.775 12.000
H 11.979 7.455 13.296
*
```

The value obtained for the energy relative to the best compared isomer or geometry (same formula, charge and spin) is 72.6 kcal/mol. For the LUMO energy, the calculation gives -5.892 eV. The electronic energy is -4869.30427 hartree. As for the molar mass: 1003.49 g mol⁻¹. The HOMO energy is -12.33 eV. The calculation puts the maximum force at 4.1 eV Å⁻¹.